Formula: C7H17N
Source: OMol25
Level of theory: the ωB97M-V functional and the def2-TZVPD basis

```
25
Properties=species:S:1:pos:R:3:forces:R:3:nbo_charge:R:1
C -0.187714 0.654274 1.773566 -0.002 0.139 -1.288 -0.627
C -0.886602 -0.521023 1.091816 -2.781 -1.773 1.304 -0.079
C -2.397293 -0.285472 0.787120 0.675 0.105 -0.640 -0.629
N -0.173096 -1.276733 -0.073236 1.442 2.947 1.909 -0.543
C -0.212527 -0.203195 -0.784605 0.746 -2.024 -4.365 0.304
C 0.891848 0.578307 -1.496708 1.857 -1.015 0.317 -0.341
C 0.605659 2.079834 -1.405413 -1.904 -0.477 -0.274 -0.624
C 2.270820 0.171654 -0.944088 -0.333 1.135 1.249 -0.615
H -0.823175 1.006981 2.579891 0.163 -0.115 0.350 0.218
H -0.102902 1.477840 1.064619 0.070 0.234 0.112 0.193
H 0.824504 0.402581 2.083748 -0.090 -0.094 0.263 0.223
H -0.998271 -1.257495 1.887607 0.560 -0.505 -0.127 0.214
H -2.782775 -1.230652 0.412423 -0.171 -0.132 0.210 0.220
H -2.957810 0.033010 1.662321 0.044 0.072 0.023 0.212
H -2.527890 0.410863 -0.038356 -0.275 0.360 0.266 0.194
H -1.113645 -0.074937 -1.426624 -0.829 1.342 1.381 0.138
H 0.598714 -4.731017 0.812632 0.093 0.120 -0.011 0.009
H 0.043992 -5.217066 0.828898 -0.100 -0.108 0.009 -0.010
H 0.946103 0.269311 -2.546297 -0.728 -0.037 -0.064 0.234
H 1.337217 2.665120 -0.870449 0.409 0.227 -0.462 0.228
H 0.170680 2.459750 -2.332654 1.234 0.400 -0.409 0.227
H -0.324084 2.217813 -0.865651 -0.247 -0.086 0.921 0.208
H 2.438268 0.808149 -0.062507 0.097 -0.219 0.087 0.193
H 2.241283 -0.844288 -0.555197 0.207 -0.150 -0.399 0.239
H 3.118696 0.406390 -1.582855 -0.137 -0.349 -0.361 0.213
```
Forces are in eV/Å.

Properties
Total energy: -9020.0211 eV
LUMO level: 0.39 eV
Frontier orbital gap: 8.24 eV
ΔE to the lowest compared entry with this formula, charge and spin: 5.204 eV



Formula: C7H17N
Source: OMol25
Level of theory: the ωB97M-V functional and the def2-TZVPD basis

```
25
Properties=species:S:1:pos:R:3:forces:R:3:nbo_charge:R:1
C 1.184909 -1.150460 1.276751 -1.280 0.987 0.003 -0.626
C 1.574075 0.103413 0.432159 4.084 -0.002 0.156 -0.087
C 2.536720 -0.391487 -0.692489 -0.853 -0.192 -0.372 -0.633
N 0.594592 1.196732 0.079427 -1.452 -3.693 0.888 -0.509
C -0.177889 0.397204 -0.597191 -2.127 3.011 -1.148 0.285
C -1.675753 0.243561 -0.399131 -0.524 0.700 1.443 -0.330
C -2.130577 -1.177468 -0.718121 -0.597 0.021 -0.265 -0.605
C -2.101801 0.659210 1.028199 0.757 0.772 -0.380 -0.610
H 2.086886 -1.579370 1.685459 0.364 -0.044 0.125 0.216
H 0.693229 -1.940377 0.702957 -0.135 0.124 -0.125 0.194
H 0.529568 -0.859823 2.124143 0.318 -0.200 -0.447 0.215
H 2.291143 0.581831 1.114277 -0.363 0.430 -0.067 0.206
H 2.801531 0.405530 -1.383417 -0.069 0.143 -0.016 0.217
H 3.457984 -0.749122 -0.245445 0.072 -0.154 0.112 0.214
H 2.097039 -1.221758 -1.276543 0.226 0.326 0.189 0.195
H 0.055315 0.072995 -1.630986 1.076 -1.371 0.659 0.150
H 0.878423 2.835180 -1.772828 -0.041 0.011 -0.216 0.020
H 0.727826 2.875060 -2.503665 0.056 0.076 0.099 -0.024
H -2.185434 0.967112 -1.049051 0.156 -0.195 -0.421 0.232
H -1.717221 -1.914047 -0.023453 0.223 0.118 -0.132 0.209
H -3.232397 -1.287719 -0.630444 0.609 0.272 -0.118 0.221
H -1.850427 -1.416889 -1.745220 -0.004 -0.319 0.037 0.208
H -1.658132 1.631732 1.266459 -0.015 -0.087 -0.131 0.231
H -3.173123 0.793674 1.110823 -0.264 -0.372 0.049 0.208
H -1.702209 -0.007322 1.785103 -0.215 -0.361 0.079 0.204
```
Forces are in eV/Å.

Properties
Total energy: -9021.0747 eV
LUMO level: 0.35 eV
Frontier orbital gap: 8.55 eV
SMILES: CC(C)/C=N/C(C)C.[H][H]
ΔE to the lowest compared entry with this formula, charge and spin: 4.150 eV



Formula: C7H17N
Source: OMol25
Level of theory: the ωB97M-V functional and the def2-TZVPD basis

```
25
Properties=species:S:1:pos:R:3:forces:R:3:nbo_charge:R:1
C 2.167452 -0.222491 0.804740 0.029 -1.064 2.319 -0.235
N 0.831836 -0.726562 0.416379 0.586 0.928 -0.573 -0.628
C -0.123110 0.332067 0.098381 -0.230 0.299 0.348 -0.032
C -1.542866 -0.234008 -0.182984 0.403 0.687 -2.074 -0.227
C -2.591633 0.843877 0.100122 -0.456 -0.898 1.575 -0.617
C -1.740935 -0.606091 -1.691985 1.014 -1.418 0.394 -0.619
C 0.330148 1.344345 -0.938196 -0.316 0.122 -1.081 -0.639
C 2.676856 -1.231995 1.874505 1.286 0.483 -0.558 -0.599
H 2.170235 0.703108 1.398968 -0.818 0.158 -0.636 0.189
H 2.913797 -0.076713 0.024884 -0.179 -0.122 -0.356 0.180
H 0.995493 -1.293388 -0.409058 -0.287 -0.135 -0.093 0.350
H -0.187435 0.986266 0.986178 -0.158 -0.685 0.230 0.179
H -1.666994 -1.186314 0.322885 -0.145 0.289 0.725 0.218
H -2.911143 1.342833 -0.808041 0.213 0.480 0.114 0.210
H -3.487454 0.382773 0.537995 -0.021 -0.048 -0.343 0.216
H -2.253215 1.488065 0.920497 -0.039 0.421 -0.535 0.207
H -1.157567 -0.020538 -2.402944 -0.455 0.429 0.142 0.207
H -1.352582 -1.626651 -1.851258 -0.156 0.129 -0.002 0.200
H -2.793301 -0.653320 -1.959760 -0.052 0.225 -0.055 0.210
H -0.517166 1.994829 -1.188658 0.219 0.208 0.257 0.215
H 1.165916 1.944827 -0.588419 -0.002 0.069 0.087 0.213
H 0.608437 0.924127 -1.911360 0.202 -0.249 0.226 0.197
H 3.489041 -0.773431 2.464247 -0.080 -0.228 -0.247 0.194
H 1.899985 -1.497704 2.570963 -0.442 -0.025 0.042 0.215
H 3.076194 -2.137916 1.411921 -0.117 -0.055 0.095 0.196
```
Forces are in eV/Å.

Properties
Total energy: -9024.1567 eV
LUMO level: 1.10 eV
Frontier orbital gap: 9.94 eV
SMILES: CCN[C@@H](C)C(C)C
ΔE to the lowest compared entry with this formula, charge and spin: 1.068 eV



Formula: C7H17N
Source: OMol25
Level of theory: the ωB97M-V functional and the def2-TZVPD basis

```
25
Properties=species:S:1:pos:R:3:forces:R:3:nbo_charge:R:1
C -3.272298 -0.264749 -0.368434 1.157 -0.354 3.003 -0.614
N -0.100626 -0.252762 0.153915 3.304 2.938 -2.271 -0.605
C 0.387388 0.763123 -0.635694 -4.964 0.637 3.672 0.333
C 1.431572 -0.580499 0.266834 2.800 -2.506 -0.255 -0.122
C 2.088878 -1.281681 -0.999816 -1.658 1.253 -0.714 -0.626
C 2.547316 0.468379 0.714039 -0.515 -0.160 0.327 -0.633
C 0.247820 2.225280 -0.092627 0.589 -0.326 0.093 -0.714
C -3.135963 -1.190014 0.974275 -0.272 0.465 -1.909 -0.607
H -3.654874 0.733039 -0.087408 0.012 -0.464 -0.243 0.192
H -3.876400 -0.712468 -1.123643 -0.275 -0.310 -0.600 0.198
H -2.200989 -0.163910 -0.625925 -0.866 0.056 -0.505 0.221
H 0.508281 0.776647 -1.723040 1.093 -0.733 -0.010 0.168
H 1.489518 -1.345835 1.070142 -0.713 0.546 -0.292 0.250
H 3.139751 -1.496810 -0.875167 0.133 -0.374 0.294 0.212
H 1.495812 -2.122654 -1.419410 0.481 0.369 0.627 0.224
H 2.044033 -0.482119 -1.769967 0.390 -0.766 0.022 0.182
H 2.729947 1.145567 -0.125826 0.266 0.137 0.272 0.189
H 2.221444 1.045236 1.600715 0.193 -0.202 -0.482 0.219
H 3.515553 -0.041908 0.958362 -1.012 0.229 -0.222 0.222
H 1.128047 2.834173 -0.369022 -0.296 -0.236 -0.071 0.219
H -0.625309 2.734488 -0.526496 0.086 -0.366 -0.168 0.249
H 0.143349 2.277116 1.012326 0.023 -0.423 -0.785 0.235
H -2.509311 -2.042444 0.694509 -0.172 -0.019 0.052 0.202
H -2.537657 -0.623441 1.675378 -0.178 0.089 0.384 0.212
H -4.075096 -1.584383 1.405604 0.392 0.520 -0.219 0.195
```
Forces are in eV/Å.

Properties
Total energy: -9020.0183 eV
LUMO level: -0.02 eV
Frontier orbital gap: 7.79 eV
ΔE to the lowest compared entry with this formula, charge and spin: 5.207 eV



Formula: C7H17N
Source: OMol25
Level of theory: the ωB97M-V functional and the def2-TZVPD basis

```
25
Properties=species:S:1:pos:R:3:forces:R:3:nbo_charge:R:1
C -1.647799 -0.089451 -1.405086 2.204 0.593 0.540 -0.469
C -0.865880 -0.828327 -2.454776 -0.268 -0.017 -0.317 -0.642
C -0.633676 -0.350565 0.746538 2.881 0.138 1.508 0.161
N -0.523215 -1.728090 0.849645 -0.152 0.706 -0.534 -0.861
C -1.347258 0.413302 1.601173 0.072 0.052 -0.062 -0.714
H 0.372841 -2.137113 0.636464 -0.312 -0.181 0.352 0.386
H -1.184166 -2.169965 1.469959 0.326 -0.219 -0.063 0.390
H -2.497267 -0.630638 -1.006012 0.221 -0.014 0.414 0.208
H -1.897592 0.944794 -1.624018 -0.091 0.042 -0.174 0.199
H -1.560921 1.448721 1.392500 0.078 0.123 -0.003 0.206
H -1.719766 -0.003226 2.525476 -0.196 -0.150 -0.083 0.208
H -0.060621 -0.214531 -2.860889 0.002 -0.003 -0.027 0.202
H -0.424000 -1.728791 -2.017246 -0.044 -0.016 -0.083 0.207
H -1.504751 -1.135657 -3.287820 0.099 -0.107 -0.073 0.214
C 1.298053 0.287908 0.233709 -1.686 -0.362 0.543 -0.142
C 1.995694 0.068956 1.544332 -0.049 -0.057 0.253 -0.656
C 1.178946 1.728512 -0.172739 -0.202 0.039 0.030 -0.663
H 1.626226 -0.376278 -0.565595 -0.120 -0.031 -0.042 0.189
H -0.570174 0.094530 -0.482252 -2.763 -0.296 -1.919 0.268
H 2.203704 -0.984966 1.735786 -0.033 0.017 0.005 0.206
H 0.683182 1.846727 -1.138247 -0.031 -0.012 -0.010 0.212
H 1.364606 0.447126 2.359958 0.109 -0.035 -0.124 0.234
H 2.953692 0.600918 1.590744 -0.079 -0.001 -0.097 0.213
H 2.159168 2.213554 -0.249024 -0.035 -0.134 0.006 0.221
H 0.600973 2.282550 0.577419 0.069 -0.074 -0.038 0.222
```
Forces are in eV/Å.

Properties
Total energy: -9019.7802 eV
LUMO level: 0.82 eV
Frontier orbital gap: 7.32 eV
ΔE to the lowest compared entry with this formula, charge and spin: 5.445 eV



Formula: C7H17N2
Source: OMol25
Level of theory: the ωB97M-V functional and the def2-TZVPD basis

```
26
Properties=species:S:1:pos:R:3:forces:R:3:nbo_charge:R:1
C 0.439447 -0.479078 -0.735581 -0.185 -0.792 1.646 -0.208
C -0.827639 -0.547358 0.272797 -1.321 1.331 -2.681 -0.282
C 2.132756 0.644536 0.752935 1.625 0.304 -2.079 -0.228
C -1.462336 0.813030 -0.092624 0.686 -1.965 1.260 0.567
C -1.822396 -1.845677 0.048215 3.044 3.419 0.181 -0.581
C 3.100017 -0.611978 0.867289 -2.820 -2.028 -0.940 -0.638
C -2.245143 0.897817 -1.308962 0.931 1.946 0.484 -0.708
N -1.358712 1.794718 0.723143 1.610 1.135 1.070 -0.655
N 1.282227 0.674461 -0.495838 -0.055 -0.399 1.320 -0.672
H 0.898029 -1.475326 -0.573229 0.163 0.437 -0.505 0.203
H 0.111692 -0.333683 -1.733545 -0.536 -0.584 -1.015 0.206
H -0.429927 -0.482346 1.264392 -0.030 -0.267 0.735 0.217
H 1.490928 0.638462 1.675743 0.665 0.520 -0.876 0.175
H -1.942182 -2.116968 -0.945121 -0.261 -0.002 -2.145 0.220
H -2.743684 -1.778839 0.515548 -1.566 0.245 1.199 0.228
H -1.195729 -2.566571 0.425636 0.899 -2.169 1.318 0.232
H 3.523091 -1.061985 -0.143898 -0.837 1.353 2.042 0.230
H 2.330088 -1.433912 1.282225 2.140 1.265 -0.772 0.189
H 3.880078 -0.468530 1.604817 0.077 0.026 0.000 0.238
H -2.168328 1.837589 -1.864182 0.209 -0.272 0.026 0.264
H -3.195364 0.867775 -0.886774 -2.349 -0.249 0.251 0.275
H 2.765116 1.576314 0.573437 -0.922 -0.983 1.110 0.221
H -1.613497 2.750278 0.443497 0.045 -0.577 0.250 0.428
H -0.670910 1.711668 1.515539 -1.266 0.192 -0.984 0.436
H 1.773308 0.959682 -1.349089 -0.004 -0.306 0.814 0.394
H -2.050930 0.035919 -1.836378 0.060 -1.579 -1.710 0.250
```
Forces are in eV/Å.

Properties
Total energy: -10507.0640 eV
LUMO level: -3.65 eV
Frontier orbital gap: 9.00 eV
Charge: +1
SMILES: CCNC[C@H](C)C(C)=[NH2+]
ΔE to the lowest compared entry with this formula, charge and spin: 1.486 eV



Formula: C7H17N2
Source: OMol25
Level of theory: the ωB97M-V functional and the def2-TZVPD basis

```
26
Properties=species:S:1:pos:R:3:forces:R:3:nbo_charge:R:1
C 3.157466 0.301261 0.026343 -0.099 2.947 -0.862 -0.025
C 3.168104 -1.142146 0.354887 -0.973 2.253 -0.557 -0.701
C 3.059464 1.486552 -0.305060 0.339 -6.122 1.685 -0.235
C -2.911352 0.494654 0.934143 1.113 -0.199 -2.325 -0.616
C 0.021629 -1.224061 -0.783708 0.594 2.746 1.439 -0.379
C -0.954692 1.128339 -1.150403 -1.646 -0.682 -3.699 -0.415
C -2.029008 -0.518619 0.311061 1.289 -2.614 3.368 -0.204
N -0.006106 0.598131 0.820317 -1.100 0.028 0.655 -0.721
N -0.791964 0.013150 -0.244749 2.868 -0.967 1.706 -0.062
H 2.325596 -1.310706 1.014938 0.065 -0.836 -0.036 0.223
H 4.071114 -1.461817 0.731680 1.991 -0.252 1.811 0.265
H 3.235086 -1.656716 -0.562715 -1.066 -0.960 -1.258 0.250
H -0.572553 0.892495 1.623263 1.114 -0.505 -0.534 0.403
H 0.988712 0.426558 0.811025 -0.155 0.125 0.067 0.431
H 3.088070 2.463548 -0.540403 -0.008 2.756 -0.671 0.236
H -3.415914 0.831101 0.057654 -1.047 1.394 0.061 0.226
H -3.538566 -0.057112 1.545664 -1.401 -0.342 1.557 0.251
H -2.248808 1.200231 1.386218 -0.678 0.887 0.697 0.202
H 1.006820 -0.770856 -0.981361 -0.552 -0.405 -1.015 0.241
H 0.237174 -1.914704 0.037529 -0.850 0.080 -0.147 0.242
H -0.616351 -1.552004 -1.557037 0.102 -0.865 -1.164 0.230
H -1.561376 1.872506 -0.685698 0.071 0.614 0.437 0.239
H -0.014522 1.484436 -1.526543 0.508 0.212 0.402 0.251
H -1.526370 0.826726 -2.090617 0.512 -0.008 1.156 0.219
H -2.482694 -1.164541 -0.383792 -0.758 -0.437 -1.247 0.227
H -1.688958 -1.246412 1.157366 -0.233 1.151 -1.528 0.223
```
Forces are in eV/Å.

Properties
Total energy: -10503.9223 eV
LUMO level: -2.58 eV
Frontier orbital gap: 10.89 eV
Charge: +1
ΔE to the lowest compared entry with this formula, charge and spin: 4.627 eV



Formula: C7H17N2O4S2
Source: OMol25
Level of theory: the ωB97M-V functional and the def2-TZVPD basis

```
32
Properties=species:S:1:pos:R:3:forces:R:3:nbo_charge:R:1
C -0.778936 1.975355 -1.879389 -0.399 0.105 0.075 -0.627
C -2.072126 1.188612 -1.592773 0.270 0.337 0.266 -0.400
C -1.865828 -0.210091 -1.035845 -0.465 -0.274 -0.357 -0.212
N -1.256354 -1.100902 -2.029535 0.371 0.250 0.431 -0.852
S -0.410467 -2.429768 -1.418299 -0.076 -0.752 0.596 2.426
O -1.392391 -3.235035 -0.716555 -0.006 0.051 0.060 -1.006
O 0.175956 -3.031027 -2.582858 0.084 0.060 -0.223 -0.971
N 0.639245 -1.972358 -0.307653 -0.270 0.722 -0.726 -1.261
S 1.854203 -0.996082 -0.677100 0.402 -0.406 0.123 2.313
O 3.120188 -1.694536 -0.640637 0.014 -0.131 -0.002 -0.987
O 1.624854 -0.174232 -1.844208 -0.128 0.172 -0.007 -0.985
C 1.950542 0.105659 0.759216 -0.362 0.080 0.613 -0.666
C 0.793955 0.069723 1.776272 0.074 0.475 0.432 -0.247
C 0.198016 1.473115 2.044118 0.097 -0.187 -0.044 -0.604
C 1.229851 -0.595330 3.098142 -0.545 -0.253 -0.201 -0.598
H -0.696984 2.195871 -2.940626 0.235 -0.086 -0.087 0.203
H -0.799842 2.935522 -1.361311 0.028 0.057 0.041 0.184
H 0.103083 1.429907 -1.561356 0.094 -0.093 -0.151 0.250
H -2.660278 1.741310 -0.854823 -0.130 -0.030 0.010 0.186
H -2.682032 1.140066 -2.495274 -0.090 -0.119 -0.042 0.189
H -2.842926 -0.597938 -0.726477 0.004 -0.105 0.120 0.174
H -1.246946 -0.204245 -0.147994 0.239 0.160 0.104 0.202
H -1.990498 -1.561718 -2.553748 0.017 0.064 -0.317 0.376
H 2.089608 1.114864 0.379183 0.007 -0.039 -0.307 0.227
H 2.865855 -0.178241 1.270892 0.155 -0.059 -0.167 0.233
H -0.015364 -0.540977 1.404546 0.080 -0.234 -0.416 0.244
H 0.562926 1.885230 2.985545 0.026 0.067 0.046 0.191
H 0.459836 2.180370 1.259849 -0.078 0.030 -0.136 0.206
H -0.889384 1.428598 2.097223 -0.071 0.047 0.085 0.204
H 1.505869 0.139099 3.852994 0.313 0.035 -0.001 0.187
H 2.030607 -1.311547 2.932030 0.139 0.018 0.058 0.214
H 0.395762 -1.169275 3.506452 -0.031 0.040 0.122 0.206
```
Forces are in eV/Å.

Properties
Total energy: -40376.4138 eV
LUMO level: 3.13 eV
Frontier orbital gap: 8.91 eV
Charge: -1
ΔE to the lowest compared entry with this formula, charge and spin: 0.728 eV